[1]
Below is an isolated molecule of C5H8O2 in a non-equilibrium geometry, with properties calculated with wB97M-V/def2-TZVPD.

Its structure (SMILES) is O=C1CC[C@@H]1CO. The calculation puts the strongest force on any atom at 0.0416 hartree/bohr. For the LUMO energy, the calculation gives 0.840 eV. The value obtained for the energy relative to the best compared isomer or geometry (same formula, charge and spin) is 1.487 eV.

Each line ends with the Löwdin charge.
Geometry (Å):
1 O -1.25 -0.26 -2.08  -0.0565
2 C -0.57 0.69 -1.28  -0.2370
3 C -0.55 0.11 0.13  -0.2271
4 C 0.37 -1.15 0.42  -0.1317
5 C 1.11 -0.42 1.55  -0.0627
6 C 0.26 0.91 1.12  -0.3095
7 O 0.17 2.12 1.27  0.0943
8 H -1.23 0.06 -2.99  0.0891
9 H -1.07 1.68 -1.30  0.1287
10 H 0.46 0.85 -1.62  0.1297
11 H -1.58 -0.03 0.48  0.1589
12 H -0.16 -2.05 0.73  0.1077
13 H 1.01 -1.37 -0.45  0.1093
14 H 2.20 -0.38 1.48  0.1033
15 H 0.83 -0.76 2.55  0.1034

***

[2]
Below is a cluster of 2 separate species, C5H8O2 in total, with properties calculated with wB97M-V/def2-TZVPD.

Its structure (SMILES) is O[C@H]1CC2=C[C@H]21.O. The calculation puts the strongest force on any atom at 0.0087 hartree/bohr. For the LUMO energy, the calculation gives 0.477 eV. The value obtained for the energy relative to the best compared isomer or geometry (same formula, charge and spin) is 5.211 eV.

Each line ends with the Löwdin charge.
Geometry (Å):
1 O -0.94 2.03 1.25  -0.0125
2 C -0.66 0.66 1.22  -0.3034
3 C -1.25 -0.12 -0.06  -0.0252
4 C 0.17 -0.12 -0.51  -0.1973
5 O 0.93 -2.53 -1.35  -0.0592
6 C 1.15 0.75 -0.55  0.0085
7 C 0.77 0.23 0.81  -0.1460
8 H -0.42 2.44 0.54  0.0948
9 H -1.03 0.25 2.17  0.1433
10 H -1.60 -1.11 0.24  0.1142
11 H -1.98 0.38 -0.69  0.1097
12 H 0.46 -2.30 -2.16  0.0437
13 H 1.55 -1.79 -1.24  0.0193
14 H 1.45 1.64 -1.10  0.0915
15 H 1.40 -0.42 1.42  0.1186

***

[3]
Below is an isolated molecule of C5H8O2 in a non-equilibrium geometry, with properties calculated with wB97M-V/def2-TZVPD.

The calculation puts the strongest force on any atom at 0.0510 hartree/bohr. For the LUMO energy (spin up / spin down), the calculation gives 0.139 / 0.139 eV. The value obtained for the energy relative to the best compared isomer or geometry (same formula, charge and spin) is 3.504 eV.

Each line ends with the Löwdin charge.
Geometry (Å):
1 C -0.94 1.22 -0.46  -0.0217
2 C -0.01 0.12 0.21  -0.7491
3 C -0.84 -0.95 0.91  -0.0229
4 C 0.65 -0.30 -1.02  0.0847
5 C 2.22 -0.46 0.32  -0.0606
6 O 3.32 -0.54 0.73  0.1313
7 O 1.02 0.60 1.00  -0.0878
8 H -0.36 2.08 -0.80  0.0890
9 H -1.56 0.86 -1.31  0.0925
10 H -1.62 1.51 0.33  0.0778
11 H -0.20 -1.79 1.23  0.0864
12 H -1.30 -0.54 1.82  0.0892
13 H -1.64 -1.34 0.27  0.0854
14 H 0.08 -0.96 -1.69  0.1129
15 H 1.18 0.50 -1.54  0.0929

***

[4]
Below is an isolated molecule of C5H8O2, with properties calculated with wB97M-V/def2-TZVPD.

Its structure (SMILES) is O[C@H]1C[C@]2(CO2)C1. The calculation puts the strongest force on any atom at 0.0159 hartree/bohr. For the LUMO energy, the calculation gives 0.870 eV. The value obtained for the energy relative to the best compared isomer or geometry (same formula, charge and spin) is 2.335 eV.

Each line ends with the Löwdin charge.
Geometry (Å):
1 O -2.34 0.12 1.13  -0.0170
2 C -1.07 -0.30 0.72  -0.3524
3 C -0.76 -0.13 -0.79  -0.0312
4 C 0.67 0.17 -0.37  -0.4775
5 C 1.86 -0.51 -0.86  -0.0686
6 O 1.61 0.87 -1.15  0.0043
7 C 0.25 0.49 1.06  -0.0183
8 H -2.58 0.89 0.59  0.0933
9 H -0.88 -1.28 1.14  0.1452
10 H -1.24 0.80 -1.14  0.1296
11 H -0.95 -0.93 -1.52  0.1211
12 H 2.70 -0.70 -0.19  0.1154
13 H 1.77 -1.18 -1.71  0.1164
14 H 0.04 1.55 1.22  0.1215
15 H 0.92 0.13 1.85  0.1181

***

[5]
Below is a structure of composition C5H8O2, with properties calculated with wB97M-V/def2-TZVPD.

The calculation puts the strongest force on any atom at 0.0112 hartree/bohr. For the LUMO energy, the calculation gives 0.690 eV. The value obtained for the energy relative to the best compared isomer or geometry (same formula, charge and spin) is 7.683 eV.

Each line ends with the Löwdin charge.
Geometry (Å):
1 O 2.45 -1.05 -0.02  -0.0598
2 C 1.38 -0.87 0.77  -0.0502
3 C 0.36 1.05 -0.24  -0.0068
4 C -1.10 0.95 -0.56  -0.3340
5 C -1.49 0.01 0.58  -0.0675
6 C -0.45 -0.76 -0.23  -0.2255
7 O -0.97 -0.19 -1.45  -0.0798
8 H 2.32 -1.87 -0.53  0.1008
9 H 1.65 0.01 1.39  0.0496
10 H 0.65 1.67 0.61  0.0845
11 H 1.02 1.18 -1.11  0.1001
12 H -1.71 1.78 -0.96  0.1455
13 H -1.25 0.29 1.60  0.1138
14 H -2.51 -0.40 0.49  0.1154
15 H -0.38 -1.84 -0.33  0.1139

***

[6]
Below is an isolated molecule of C5H8O2 in a non-equilibrium geometry, with properties calculated with wB97M-V/def2-TZVPD.

The calculation puts the strongest force on any atom at 0.0361 hartree/bohr. For the LUMO energy (spin up / spin down), the calculation gives 0.267 / 0.867 eV. The value obtained for the energy relative to the best compared isomer or geometry (same formula, charge and spin) is 5.066 eV.

Each line ends with the Löwdin charge.
Geometry (Å):
1 C -1.09 1.95 -1.37  -0.0693
2 C -0.98 0.99 -0.24  -0.1973
3 O -0.64 -0.24 -0.45  0.0076
4 C -0.10 -0.88 0.59  -0.2167
5 C 0.53 -2.23 0.43  -0.1197
6 O 1.75 -1.73 1.03  -0.1075
7 C 1.21 -0.40 1.14  -0.1436
8 H -1.84 2.71 -1.15  0.0766
9 H -0.13 2.46 -1.54  0.0780
10 H -1.35 1.43 -2.30  0.0836
11 H -1.15 1.26 0.79  0.1236
12 H 0.12 -3.04 1.06  0.1157
13 H 0.67 -2.60 -0.59  0.1245
14 H 1.69 0.33 0.45  0.1288
15 H 1.30 -0.01 2.16  0.1156

***

[7]
Below is an isolated molecule of C5H8O2, with properties calculated with wB97M-V/def2-TZVPD.

The calculation puts the strongest force on any atom at 0.0095 hartree/bohr. For the LUMO energy, the calculation gives 0.265 eV. The value obtained for the energy relative to the best compared isomer or geometry (same formula, charge and spin) is 4.435 eV.

Each line ends with the Löwdin charge.
Geometry (Å):
1 C 1.59 -0.56 0.24  -0.0506
2 C 0.38 0.34 0.47  -0.2983
3 C 0.29 1.37 -0.62  -0.1934
4 O -0.64 1.38 -1.40  0.0451
5 C -2.01 0.63 0.20  0.1872
6 C -0.99 -0.41 0.47  -0.4674
7 O -0.95 -1.59 -0.32  -0.0478
8 H 2.52 0.03 0.20  0.0827
9 H 1.48 -1.11 -0.70  0.0842
10 H 1.68 -1.30 1.04  0.0900
11 H 0.48 0.89 1.42  0.1517
12 H 1.08 2.14 -0.70  0.1430
13 H -2.71 0.25 -0.56  0.0268
14 H -1.18 -0.75 1.50  0.1549
15 H -1.02 -1.30 -1.24  0.0922

***

[8]
Below is a structure of composition C5H8O2, with properties calculated with wB97M-V/def2-TZVPD.

The calculation puts the strongest force on any atom at 0.0076 hartree/bohr. For the LUMO energy, the calculation gives 0.801 eV. The value obtained for the energy relative to the best compared isomer or geometry (same formula, charge and spin) is 2.691 eV.

Each line ends with the Löwdin charge.
Geometry (Å):
1 C 0.18 1.03 -1.54  -0.0252
2 C 0.08 -0.36 -0.94  -0.2503
3 O 1.38 -0.75 -0.42  -0.0418
4 C 0.83 -0.91 0.88  -0.1928
5 C 0.17 0.36 1.39  0.0034
6 C -0.56 -0.57 0.47  -0.3985
7 O -1.75 -1.24 0.69  0.0520
8 H 0.06 1.79 -0.75  0.0645
9 H 1.18 1.19 -1.95  0.0897
10 H -0.56 1.22 -2.32  0.0793
11 H -0.29 -1.12 -1.64  0.1538
12 H 1.25 -1.68 1.52  0.1536
13 H 0.45 1.33 0.99  0.0927
14 H -0.08 0.37 2.44  0.1141
15 H -2.35 -0.66 1.18  0.1055

***

[9]
Below is a cluster of 2 separate species, C5H8O2 in total, with properties calculated with wB97M-V/def2-TZVPD.

Its structure (SMILES) is CC(O)=C=O.C=C. The calculation puts the strongest force on any atom at 0.0179 hartree/bohr. For the LUMO energy, the calculation gives 0.891 eV. The value obtained for the energy relative to the best compared isomer or geometry (same formula, charge and spin) is 2.618 eV.

Each line ends with the Löwdin charge.
Geometry (Å):
1 C -2.16 -0.24 -1.28  -0.0379
2 C -1.14 -0.60 -0.24  -0.3899
3 O -1.17 0.07 0.97  0.0026
4 C 1.79 1.13 1.37  -0.0877
5 C 2.18 0.39 0.34  -0.0656
6 C -0.27 -1.59 -0.40  -0.1208
7 O 0.51 -2.44 -0.56  0.1540
8 H -3.16 -0.25 -0.83  0.0842
9 H -1.98 0.77 -1.68  0.0809
10 H -2.15 -0.94 -2.12  0.0855
11 H -0.43 0.70 0.98  0.0556
12 H 1.63 2.21 1.28  0.0584
13 H 1.62 0.70 2.36  0.0634
14 H 2.36 0.82 -0.64  0.0624
15 H 2.35 -0.68 0.44  0.0550

***

[10]
Below is an isolated molecule of C5H8O2, with properties calculated with wB97M-V/def2-TZVPD.

Its structure (SMILES) is O=C1CC(CO)C1. The calculation puts the strongest force on any atom at 0.0191 hartree/bohr. For the LUMO energy, the calculation gives 0.666 eV. The value obtained for the energy relative to the best compared isomer or geometry (same formula, charge and spin) is 1.375 eV.

Each line ends with the Löwdin charge.
Geometry (Å):
1 O 1.67 -0.25 1.18  -0.0639
2 C 1.38 -0.65 -0.14  -0.2415
3 C 0.14 0.09 -0.62  -0.2711
4 C -0.42 1.29 0.21  -0.0442
5 C -1.80 0.63 0.11  -0.3782
6 O -2.92 1.01 0.31  0.0967
7 C -1.15 -0.70 -0.34  -0.0640
8 H 2.57 -0.53 1.39  0.0926
9 H 2.22 -0.49 -0.82  0.1163
10 H 1.13 -1.74 -0.17  0.1233
11 H 0.21 0.35 -1.68  0.1429
12 H -0.07 1.25 1.24  0.1191
13 H -0.34 2.31 -0.16  0.1202
14 H -1.03 -1.27 0.59  0.1315
15 H -1.60 -1.31 -1.12  0.1203

***

[11]
Below is a structure of composition C5H8O2 in a non-equilibrium geometry, with properties calculated with wB97M-V/def2-TZVPD.

The calculation puts the strongest force on any atom at 0.0718 hartree/bohr. For the LUMO energy, the calculation gives 0.916 eV. The value obtained for the energy relative to the best compared isomer or geometry (same formula, charge and spin) is 3.469 eV.

Each line ends with the Löwdin charge.
Geometry (Å):
1 O -1.86 -0.90 -0.65  0.0415
2 C -0.87 -0.44 -0.18  -0.3720
3 C -0.30 -0.84 1.17  -0.0509
4 C 1.12 -0.37 0.89  -0.2682
5 C 0.95 1.07 0.40  -0.0349
6 C 0.36 0.30 -0.79  -0.2097
7 O 1.30 -0.78 -0.50  -0.0445
8 H -1.92 0.10 -2.26  0.0755
9 H -2.09 0.96 -2.19  0.0762
10 H -0.80 -0.38 2.02  0.1314
11 H -0.40 -1.93 1.20  0.1326
12 H 1.90 -0.69 1.57  0.1479
13 H 0.31 1.75 0.97  0.1214
14 H 1.91 1.53 0.15  0.1208
15 H 0.38 0.64 -1.82  0.1329

***

[12]
Below is a structure of composition C5H8O2, with properties calculated with wB97M-V/def2-TZVPD.

The calculation puts the strongest force on any atom at 0.0102 hartree/bohr. For the LUMO energy, the calculation gives 0.406 eV. The value obtained for the energy relative to the best compared isomer or geometry (same formula, charge and spin) is 4.560 eV.

Each line ends with the Löwdin charge.
Geometry (Å):
1 O -1.55 1.09 0.33  -0.0887
2 C -1.57 -0.19 -0.30  -0.3081
3 C -0.23 -0.71 -0.70  -0.0530
4 C 0.90 -0.57 1.12  0.0247
5 C 1.75 0.17 0.12  -0.4354
6 O 2.92 0.46 0.21  0.1030
7 C 0.80 0.36 -1.05  -0.1343
8 H -2.46 1.38 0.45  0.0914
9 H -2.10 -0.93 0.32  0.1203
10 H -2.09 -0.14 -1.27  0.1306
11 H 0.32 -1.35 0.35  0.0847
12 H 0.21 0.10 1.64  0.1056
13 H 1.41 -1.25 1.80  0.1131
14 H 0.39 1.38 -1.00  0.1243
15 H 1.30 0.21 -2.01  0.1218

***

[13]
Below is an isolated molecule of C5H8O2, with properties calculated with wB97M-V/def2-TZVPD.

The calculation puts the strongest force on any atom at 0.0091 hartree/bohr. For the LUMO energy, the calculation gives 0.697 eV. The value obtained for the energy relative to the best compared isomer or geometry (same formula, charge and spin) is 2.738 eV.

Each line ends with the Löwdin charge.
Geometry (Å):
1 C 1.66 0.93 -0.30  -0.0241
2 C -0.21 -1.49 0.56  -0.0623
3 O -0.86 -2.48 1.12  0.0294
4 C -1.02 -0.23 0.73  -0.2127
5 C -0.91 0.65 -0.53  -0.1394
6 C 0.47 0.60 -1.17  -0.4782
7 O 0.58 0.34 -2.35  0.0702
8 H 1.70 0.25 0.55  0.0616
9 H 2.58 0.82 -0.89  0.0855
10 H 1.58 1.96 0.07  0.0880
11 H -0.32 -3.28 1.02  0.1074
12 H -2.07 -0.41 1.01  0.1114
13 H -0.55 0.28 1.59  0.1242
14 H -1.63 0.33 -1.29  0.1181
15 H -1.14 1.70 -0.28  0.1209

***

[14]
Below is an isolated molecule of C5H8O2, with properties calculated with wB97M-V/def2-TZVPD.

Its structure (SMILES) is O=C1CC[C@@H]1CO. The calculation puts the strongest force on any atom at 0.0112 hartree/bohr. For the LUMO energy, the calculation gives 0.820 eV. The value obtained for the energy relative to the best compared isomer or geometry (same formula, charge and spin) is 1.198 eV.

Each line ends with the Löwdin charge.
Geometry (Å):
1 O 2.40 0.41 0.41  -0.0593
2 C 1.52 -0.57 -0.11  -0.2319
3 C 0.13 -0.15 0.31  -0.2253
4 C -0.57 1.05 -0.39  -0.1223
5 C -1.93 0.31 -0.29  -0.0784
6 C -1.11 -0.97 -0.08  -0.3643
7 O -1.30 -2.13 -0.29  0.1121
8 H 3.30 0.16 0.18  0.0887
9 H 1.74 -1.57 0.29  0.1282
10 H 1.58 -0.62 -1.21  0.1281
11 H 0.12 0.00 1.39  0.1620
12 H -0.49 2.02 0.08  0.1103
13 H -0.25 1.12 -1.44  0.1182
14 H -2.63 0.34 -1.13  0.1135
15 H -2.46 0.57 0.63  0.1203

***

[15]
Below is a structure of composition C5H8O2, with properties calculated with wB97M-V/def2-TZVPD.

The calculation puts the strongest force on any atom at 0.0041 hartree/bohr. For the LUMO energy, the calculation gives 1.025 eV. The value obtained for the energy relative to the best compared isomer or geometry (same formula, charge and spin) is 3.714 eV.

Each line ends with the Löwdin charge.
Geometry (Å):
1 O 0.55 -0.30 -1.20  -0.0169
2 C -0.30 -0.06 -0.07  -0.4780
3 C 0.78 -0.09 1.00  -0.0198
4 C 1.85 -0.25 -0.10  -0.3115
5 O 2.36 0.82 -0.64  -0.0680
6 C -1.65 -0.68 -0.03  -0.0552
7 C -1.50 0.81 -0.20  -0.0500
8 H 1.27 0.67 -1.32  0.1649
9 H 0.93 0.84 1.55  0.1266
10 H 0.70 -0.94 1.68  0.1201
11 H 2.40 -1.20 -0.15  0.1475
12 H -2.01 -1.06 0.93  0.1080
13 H -1.94 -1.26 -0.90  0.1113
14 H -1.70 1.23 -1.18  0.1115
15 H -1.75 1.47 0.63  0.1096

***

[16]
Below is an isolated molecule of C5H8O2, with properties calculated with wB97M-V/def2-TZVPD.

Its structure (SMILES) is CC(=O)C1(O)CC1. The calculation puts the strongest force on any atom at 0.0123 hartree/bohr. For the LUMO energy, the calculation gives 0.925 eV. The value obtained for the energy relative to the best compared isomer or geometry (same formula, charge and spin) is 1.799 eV.

Each line ends with the Löwdin charge.
Geometry (Å):
1 C -0.48 -1.64 -0.78  -0.0011
2 C -0.26 -0.19 -1.01  -0.4448
3 O 0.01 0.27 -2.10  0.0686
4 C -0.28 0.76 0.13  -0.4345
5 O -0.60 2.07 -0.19  0.0456
6 C 1.14 0.37 0.65  -0.0357
7 C -0.02 0.56 1.57  -0.0480
8 H 0.31 -2.20 -1.29  0.0963
9 H -0.53 -1.93 0.27  0.0839
10 H -1.44 -1.87 -1.25  0.0997
11 H -0.72 2.12 -1.15  0.1062
12 H 1.87 1.12 0.40  0.1255
13 H 1.45 -0.67 0.51  0.1091
14 H -0.45 -0.27 2.13  0.1099
15 H 0.00 1.50 2.11  0.1193